[1]
20
Properties=species:S:1:pos:R:3 method="wB97M-V/def2-TZVPD" homo_lumo_gap_ev=11.354 lumo_energy_ha=0.0105 smiles=ClCCl.ClCCl.ClCCl.ClCCl relative_energy_kj_mol=29.4
Cl 1.5439 -0.6594 1.0585
C 1.4042 -2.2698 0.2931
Cl 1.9605 -3.6020 1.2911
H 0.3723 -2.4539 0.0443
H 1.9983 -2.2468 -0.6204
Cl 2.1770 -0.3792 -3.3137
C 0.4763 -0.6302 -2.8561
Cl 0.2331 -2.4376 -2.8417
H 0.3180 -0.3050 -1.8002
H -0.1554 -0.2963 -3.6414
Cl 0.2863 5.6309 1.0940
C 0.0773 3.8565 1.1789
Cl -1.3466 3.4128 0.1384
H 0.9304 3.3796 0.7550
H -0.2553 3.5395 2.1588
Cl -1.8577 -2.1788 2.5478
C -1.9761 -0.7474 1.4314
Cl -2.4660 -1.1754 -0.1815
H -2.7387 -0.1088 1.8738
H -0.9818 -0.3286 1.3897

=====

[2]
16
Properties=species:S:1:pos:R:3 method="wB97M-V/def2-TZVPD" homo_lumo_gap_ev=10.774 lumo_energy_ha=0.0303 smiles=CC(C)(N)C(F)(F)Cl relative_energy_kj_mol=0.0
C 0.4020 1.6765 0.9785
C -0.5362 0.5310 0.6580
C -1.7180 0.9595 -0.2175
N -0.9147 -0.1246 1.8891
C 0.2403 -0.5040 -0.0789
F -0.4587 -1.6336 -0.3155
F 1.3076 -0.9600 0.6133
Cl 0.9182 -0.0174 -1.7534
H 1.1449 1.8564 0.1585
H -0.2769 2.5660 1.0999
H 0.9236 1.4421 1.9359
H -2.2154 1.8509 0.1771
H -1.3765 1.2772 -1.2370
H -2.4609 0.1679 -0.3867
H -1.3166 -1.0271 1.6775
H -1.5972 0.3983 2.4393

=====

[3]
15
Properties=species:S:1:pos:R:3 method="wB97M-V/def2-TZVPD" homo_lumo_gap_ev=10.600 lumo_energy_ha=-0.1437 smiles="ClCC1=[NH+]CCN1" relative_energy_kj_mol=116.1 charge=+1
Cl -1.5827 0.8248 2.7397
C -1.6783 0.8970 0.9620
C -0.4827 0.2983 0.2803
N -0.5547 -0.0738 -1.0037
C 0.6903 -0.6076 -1.4167
C 1.5842 -0.6297 -0.1291
N 0.7016 -0.0736 0.8540
H -2.5119 0.5025 0.5544
H -1.7888 2.0201 0.7454
H -1.3843 -0.2322 -1.4023
H 1.3838 0.0325 -2.0817
H 0.4225 -1.5617 -1.8119
H 1.9411 -1.6859 -0.0066
H 2.4005 0.1205 -0.1532
H 0.8595 0.1688 1.8693

=====

[4]
16
Properties=species:S:1:pos:R:3 method="wB97M-V/def2-TZVPD" homo_lumo_gap_ev=10.841 lumo_energy_ha=-0.3556 smiles="CC1=[NH+]CNC(Cl)=[NH+]1" charge=+2
C -0.8621 1.7307 0.2361
C -0.0648 0.6135 -0.1076
N -0.3333 -0.6620 0.0148
C 0.5968 -1.8277 -0.1860
N 1.9770 -1.3492 -0.0385
C 2.2927 -0.0951 -0.0419
Cl 3.7617 0.5412 0.1612
N 1.2581 0.8414 -0.4319
H -0.2153 2.5827 0.3123
H -1.5034 1.5809 1.1211
H -1.6121 1.9077 -0.6319
H -1.1101 -0.8183 0.7235
H 0.4637 -2.1388 -1.2362
H 0.2937 -2.6618 0.4807
H 2.6442 -1.9992 0.3908
H 1.4453 1.8287 -0.4054